Here is a cluster of 15 separate species, C55H107N9O13 in total at a distorted geometry from the Open Molecules 2025 dataset. Energies are from ωB97M-V/def2-TZVPD.

Output
- E_HOMO (eV) = -8.59
- gap between HOMO and LUMO (eV) = 8.60
- electronic energy (eV) = -98797.22535

Each line ends with the Löwdin charge.
Geometry (Å):
C  -0.749  2.625  -5.769  -0.1588
C  0.476  2.883  -6.612  -0.1695
C  1.657  2.858  -5.662  -0.1889
O  1.070  2.835  -4.356  -0.1726
C  -0.222  2.215  -4.383  -0.1677
H  -1.389  1.881  -6.245  0.0910
H  -1.292  3.568  -5.826  0.1150
H  0.420  3.829  -7.150  0.1133
H  0.559  2.033  -7.291  0.1057
H  2.220  3.791  -5.680  0.1156
H  2.365  2.039  -5.785  0.1121
H  -0.812  2.610  -3.555  0.0897
H  -0.075  1.145  -4.244  0.1021
C  -1.294  -1.314  -5.891  -0.1463
C  -0.482  -1.962  -4.772  -0.1382
C  -1.534  -2.073  -3.660  -0.2013
O  -2.254  -0.876  -3.866  -0.1836
C  -2.529  -0.766  -5.214  -0.2387
H  -1.463  -2.019  -6.705  0.1152
H  -0.714  -0.456  -6.230  0.0916
H  0.309  -1.263  -4.501  0.0987
H  -0.088  -2.970  -4.900  0.1117
H  -1.152  -2.054  -2.640  0.0973
H  -2.267  -2.875  -3.748  0.1098
H  -2.808  0.251  -5.490  0.1056
H  -3.433  -1.320  -5.468  0.1202
C  1.249  -0.376  -0.782  -0.1428
C  0.140  0.680  -0.904  -0.1355
C  -0.602  0.575  0.378  -0.2054
O  -0.162  -0.607  1.002  -0.1498
C  0.515  -1.398  0.029  -0.2184
H  2.087  -0.055  -0.162  0.0925
H  1.719  -0.740  -1.695  0.1051
H  -0.449  0.334  -1.752  0.1031
H  0.469  1.692  -1.139  0.0979
H  -1.686  0.454  0.378  0.1128
H  -0.378  1.473  0.955  0.0962
H  -0.131  -2.052  -0.557  0.1026
H  1.032  -2.133  0.646  0.0929
C  3.239  2.991  -1.135  -0.1546
C  3.481  4.481  -1.264  -0.1420
C  3.267  5.077  0.151  -0.1691
O  2.639  4.010  0.870  -0.1539
C  3.013  2.733  0.347  -0.1787
H  4.094  2.379  -1.421  0.1014
H  2.432  2.634  -1.776  0.0858
H  2.733  4.998  -1.865  0.0842
H  4.469  4.744  -1.644  0.1087
H  2.565  5.911  0.161  0.0991
H  4.198  5.447  0.579  0.1117
H  2.221  2.014  0.559  0.0936
H  3.885  2.340  0.870  0.1056
C  -3.881  -2.221  -0.038  -0.1677
C  -5.183  -1.983  0.678  -0.1477
C  -5.154  -0.474  0.786  -0.1755
O  -4.669  -0.118  -0.498  -0.1923
C  -4.039  -1.229  -1.163  -0.1698
H  -3.628  -3.236  -0.345  0.0874
H  -2.989  -1.985  0.543  0.1160
H  -5.219  -2.489  1.643  0.1151
H  -5.999  -2.358  0.061  0.1219
H  -4.404  -0.181  1.522  0.0917
H  -6.120  -0.016  0.998  0.1293
H  -3.046  -1.036  -1.570  0.0997
H  -4.691  -1.570  -1.967  0.1262
C  5.694  -1.879  -1.726  -0.1736
C  7.068  -1.326  -1.435  -0.1781
C  6.989  -0.902  0.010  -0.1735
O  5.672  -0.326  0.032  -0.1892
C  4.756  -0.971  -0.889  -0.1434
H  5.731  -2.910  -1.376  0.0897
H  5.404  -1.962  -2.773  0.1145
H  7.316  -0.462  -2.052  0.1206
H  7.822  -2.099  -1.582  0.1171
H  7.738  -0.131  0.192  0.1276
H  7.200  -1.724  0.694  0.1274
H  4.326  -0.296  -1.629  0.1204
H  4.115  -1.719  -0.423  0.1114
C  2.179  -3.792  -2.122  0.0140
C  2.733  -4.425  -0.863  -0.5632
O  2.133  -4.309  0.172  0.0364
N  3.947  -5.002  -0.997  0.0057
C  4.751  -5.825  -0.107  -0.0619
H  2.906  -3.071  -2.497  0.0710
H  1.284  -3.191  -1.957  0.0607
H  1.955  -4.595  -2.824  0.0937
H  4.341  -4.940  -1.925  0.1273
H  4.125  -6.161  0.720  0.0857
H  5.645  -5.304  0.234  0.0770
H  5.070  -6.772  -0.542  0.0809
C  1.341  0.963  3.637  0.0049
C  1.224  1.124  5.131  -0.5336
O  1.546  2.198  5.654  0.0349
N  0.751  0.021  5.738  0.0255
C  0.786  -0.104  7.155  -0.0853
H  2.326  1.332  3.354  0.0815
H  0.747  1.674  3.062  0.0707
H  1.174  -0.060  3.298  0.0590
H  0.480  -0.751  5.146  0.0920
H  0.945  0.758  7.803  0.0897
H  1.608  -0.777  7.399  0.0829
H  -0.155  -0.452  7.582  0.0764
C  -3.641  2.093  -3.054  0.0052
C  -4.977  2.671  -2.637  -0.5704
O  -5.458  3.641  -3.209  0.0181
N  -5.614  2.064  -1.631  -0.0036
C  -6.907  2.486  -1.080  -0.0438
H  -2.993  1.840  -2.215  0.0727
H  -3.154  2.836  -3.686  0.0717
H  -3.765  1.162  -3.607  0.0665
H  -5.250  1.154  -1.384  0.0639
H  -7.179  1.697  -0.379  0.0713
H  -7.647  2.502  -1.880  0.0829
H  -6.789  3.439  -0.565  0.0826
C  -0.351  4.343  1.741  0.0139
C  -1.801  3.882  2.089  -0.5774
O  -2.116  3.778  3.232  0.0689
N  -2.583  3.577  1.051  0.0223
C  -3.883  2.982  1.237  -0.0533
H  0.202  4.380  2.680  0.0864
H  -0.519  5.296  1.240  0.0707
H  0.195  3.608  1.149  0.0432
H  -2.385  3.887  0.110  0.0636
H  -4.106  2.408  0.338  0.0633
H  -4.597  3.795  1.371  0.0897
H  -3.965  2.311  2.092  0.0708
C  -0.752  -5.629  -0.262  0.0109
C  -1.660  -5.264  -1.447  -0.5373
O  -1.161  -4.814  -2.475  0.0199
N  -2.972  -5.452  -1.320  0.0091
C  -3.980  -5.082  -2.321  -0.0546
H  -0.568  -4.796  0.416  0.0701
H  0.204  -6.029  -0.600  0.0756
H  -1.218  -6.383  0.372  0.0732
H  -3.293  -5.661  -0.385  0.1332
H  -3.774  -5.507  -3.304  0.0914
H  -4.076  -4.001  -2.419  0.0580
H  -4.987  -5.352  -2.003  0.0872
C  -4.286  -2.293  5.627  0.0116
C  -4.096  -1.153  4.613  -0.5258
O  -5.008  -0.607  3.978  0.0039
N  -2.825  -0.805  4.362  0.0216
C  -2.480  0.411  3.643  -0.0531
H  -4.897  -2.090  6.507  0.0812
H  -3.321  -2.645  5.991  0.0436
H  -4.687  -3.117  5.038  0.0777
H  -2.044  -1.388  4.628  0.0497
H  -2.547  0.385  2.555  0.0550
H  -1.528  0.840  3.956  0.0781
H  -3.250  1.145  3.883  0.0793
C  6.126  1.456  3.002  0.0027
C  5.215  0.339  3.485  -0.5322
O  5.057  0.101  4.713  -0.0063
N  4.712  -0.435  2.515  0.0289
C  3.813  -1.545  2.784  -0.0728
H  6.033  1.681  1.939  0.0592
H  7.129  1.075  3.194  0.0828
H  5.979  2.319  3.651  0.0881
H  5.136  -0.375  1.600  0.0565
H  2.941  -1.442  2.138  0.0630
H  3.447  -1.615  3.808  0.0742
H  4.305  -2.505  2.632  0.0839
N  -1.614  4.552  -1.598  0.0406
C  -2.587  5.419  -1.411  -0.1464
C  -2.329  6.807  -1.162  -0.0348
C  -1.009  7.243  -1.150  -0.0736
C  0.037  6.333  -1.412  -0.0557
C  -0.293  4.968  -1.648  -0.0862
H  -3.606  5.077  -1.302  0.1068
H  -3.079  7.486  -0.783  0.1010
H  -0.718  8.255  -0.911  0.1022
H  1.085  6.590  -1.370  0.0800
H  0.488  4.241  -1.816  0.0823
N  -0.848  -2.737  4.597  0.0432
C  -0.388  -3.202  5.770  -0.1546
C  0.892  -3.718  5.945  -0.0547
C  1.711  -3.896  4.823  -0.0551
C  1.285  -3.472  3.573  -0.0665
C  -0.013  -2.965  3.524  -0.0934
H  -0.990  -3.077  6.658  0.1044
H  1.163  -4.020  6.946  0.1048
H  2.661  -4.410  4.846  0.1096
H  1.891  -3.623  2.692  0.0838
H  -0.352  -2.610  2.562  0.0922